This record from the Open Molecules 2025 dataset describes a structure of composition C34H49BeN4O5 in a non-equilibrium geometry. The level of theory is the ωB97M-V functional and the def2-TZVPD basis.

```
93
Properties=species:S:1:pos:R:3:forces:R:3:mulliken_charge:R:1
Be -0.30929 -2.47438 2.44687 1.30 3.24 -3.06 1.2043
C 0.95405 0.30468 -0.88816 -0.52 -1.10 0.71 0.4543
C 0.33281 0.51020 0.50032 -0.44 1.22 -0.18 -0.0684
O 0.33416 -0.55915 1.36431 -0.03 -2.65 1.78 -0.6720
H 0.45885 -0.58564 -1.29375 -0.02 0.18 -0.44 -0.0200
H 2.01453 0.05153 -0.85773 0.06 0.19 0.23 -0.6892
H 0.78510 1.17822 -1.51485 0.00 -0.03 -0.07 0.4689
H -0.67642 0.93152 0.34232 -0.17 -0.35 -0.18 -0.3547
H 0.83877 1.39914 0.92689 0.27 -0.25 0.36 0.2402
N -0.02252 -1.45387 4.65416 0.11 -0.64 -1.23 -0.1811
C -0.07020 -1.95989 5.89187 -0.43 -0.29 -0.08 -0.2125
C -0.29696 -1.15670 6.99560 -0.01 -0.27 0.01 -0.5104
C -0.37207 0.22107 6.84721 0.15 -0.12 -0.10 -0.3161
C -0.09646 0.75420 5.59592 -0.19 -0.11 0.45 -0.7544
C 0.03025 -0.12050 4.54399 -0.03 0.02 -1.42 -0.0281
H 0.02379 -3.03320 5.98078 -0.14 -0.03 0.08 0.4217
H -0.45154 -1.63504 7.95228 0.09 0.06 0.05 0.3832
H -0.64078 0.83799 7.69353 0.16 0.11 -0.03 0.4369
H -0.05235 1.81371 5.40086 -0.13 0.03 0.09 0.4038
H 0.14265 0.22660 3.51864 0.01 0.04 0.02 0.5668
N -2.02431 -3.11513 0.67048 -0.85 0.13 1.00 0.3485
C -3.19614 -3.45600 1.21941 -0.49 -0.19 1.45 -0.2805
C -4.37176 -3.73193 0.55336 0.42 -0.14 -1.05 -0.6740
C -4.32522 -3.81032 -0.84016 -0.17 0.39 1.23 -0.2147
C -3.11149 -3.50661 -1.44463 -0.93 0.40 -0.28 -0.7622
C -2.06735 -3.06100 -0.66439 1.66 -0.27 -0.29 -0.2703
H -3.24972 -3.53516 2.30368 0.27 0.20 -0.02 0.2863
H -5.30476 -3.90719 1.06586 0.12 -0.04 0.25 0.4457
H -5.28293 -4.01522 -1.29665 0.35 -0.14 -0.74 0.4017
H -3.02051 -3.47784 -2.52098 0.10 -0.02 0.00 0.4102
H -1.15641 -2.72764 -1.14952 0.03 0.04 0.06 0.3899
N -2.35020 2.12950 -3.58277 0.43 -0.12 0.12 -0.3478
C -1.22295 1.47842 -3.88910 -0.53 0.07 -1.19 -0.0042
C -0.55772 1.71203 -5.09005 0.70 -0.11 1.19 -0.7127
C -0.92762 2.77826 -5.87555 0.05 -0.33 -0.97 -0.2152
C -2.08909 3.46760 -5.58305 0.21 -0.28 0.37 -0.6643
C -2.75857 3.07032 -4.43571 -0.25 0.44 0.31 -0.2353
H -0.85378 0.68135 -3.25443 -0.28 0.09 0.34 0.4445
H 0.33248 1.13305 -5.30066 -0.01 0.07 -0.21 0.3946
H -0.32464 2.95944 -6.75772 -0.16 0.30 -0.03 0.4181
H -2.46778 4.27564 -6.19125 0.03 0.01 -0.01 0.3986
H -3.65938 3.60172 -4.15176 -0.14 -0.11 0.02 0.3580
N 0.98505 -3.73408 0.72113 0.33 0.13 0.98 0.0909
C 2.19481 -3.44640 0.19718 0.10 0.63 -0.04 -0.2422
C 2.97547 -4.38120 -0.43362 0.31 -1.19 -0.89 -0.4838
C 2.50327 -5.68035 -0.61945 -0.46 -0.25 0.73 -0.3384
C 1.21730 -5.96594 -0.20146 0.47 0.66 -0.28 -0.8422
C 0.54690 -4.96768 0.49289 -1.31 -0.74 -0.11 -0.0267
H 2.56841 -2.43049 0.20102 -0.39 0.17 0.54 0.3852
H 3.92158 -4.16390 -0.91146 0.08 0.51 0.39 0.4074
H 3.06796 -6.52866 -0.98521 0.38 0.48 -0.49 0.4010
H 0.78073 -6.90427 -0.51113 -0.30 -0.04 0.56 0.4054
H -0.46526 -5.18479 0.81904 0.06 0.09 0.18 0.3787
C 2.97755 0.57201 -3.50038 0.83 -0.80 0.22 -0.6885
C 3.26503 1.54994 -4.61540 -0.79 0.42 1.39 0.7500
O 2.75998 1.38839 -5.68761 0.00 -0.09 -1.16 -0.5608
C 3.99211 2.82253 -4.23053 -0.40 0.02 -0.05 -1.1985
H 3.84959 -0.07930 -3.35817 0.12 0.10 -0.09 0.3289
H 2.16409 -0.11262 -3.73294 -0.16 0.26 -0.17 0.3304
H 2.82645 1.03186 -2.52960 -0.09 0.28 -0.14 0.0850
H 3.65338 3.14370 -3.24449 0.18 -0.17 0.13 0.3169
H 3.67797 3.60732 -4.91587 0.41 -0.06 -0.25 0.3540
H 5.07182 2.68274 -4.20742 0.03 0.11 -0.08 0.3097
C -5.70934 1.80782 0.14882 -0.08 1.07 -0.38 -1.0777
C -5.14529 0.65216 -0.62267 -0.14 0.25 0.59 0.6780
O -5.85811 -0.27673 -0.92065 0.08 -0.32 -0.35 -0.5699
C -3.65894 0.63881 -0.88057 0.24 -0.81 -0.05 0.4136
H -5.90422 2.64923 -0.52870 0.24 -0.10 -0.20 0.3014
H -4.97728 2.19984 0.85533 -0.17 -0.13 0.23 0.2237
H -6.68759 1.62024 0.58422 0.20 -0.41 0.23 0.3646
H -3.29052 1.16013 -1.76896 -0.43 0.28 0.03 -0.0538
H -3.43449 -0.41627 -1.03080 0.24 -0.11 -0.06 -0.0221
H -3.07718 0.98133 -0.02369 -0.15 0.16 0.06 -0.0901
C -0.77468 5.09859 3.61229 0.40 1.06 0.55 -1.4251
C -1.49067 3.78632 3.63283 0.30 -0.40 -0.66 0.8161
O -1.84983 3.27044 4.66088 -0.26 -0.05 0.48 -0.5676
C -1.56665 3.05440 2.31936 -0.50 -0.05 -0.50 -0.6905
H -0.69540 5.47776 4.63103 -0.11 -0.01 -0.01 0.3973
H -1.21911 5.88787 3.00186 -0.38 -0.29 -0.09 0.3864
H 0.24647 5.03485 3.22714 -0.05 -0.45 -0.06 0.3270
H -1.65207 1.97392 2.44153 0.62 -0.01 0.25 0.1487
H -0.71996 3.39065 1.72242 0.02 -0.48 -0.23 0.3251
H -2.46775 3.24496 1.72612 -0.01 0.66 0.23 0.3101
C 5.27415 -0.77907 -0.38594 -1.64 0.60 0.09 -0.1966
C 6.27608 -0.01901 0.44911 -0.49 -0.10 0.26 0.5748
O 7.44566 -0.26435 0.36641 0.64 -0.09 -0.02 -0.5398
C 5.74975 1.07702 1.34943 0.27 0.36 -0.54 -1.0792
H 5.46120 -0.63497 -1.44859 0.43 -0.54 0.01 0.3027
H 4.26418 -0.36886 -0.25180 0.12 0.28 0.12 -0.2770
H 5.11999 -1.80970 -0.06715 0.76 -0.20 -0.27 0.2198
H 5.37249 1.87196 0.69638 -0.10 -0.04 -0.01 0.2950
H 6.58634 1.50335 1.89699 -0.13 -0.13 0.29 0.3342
H 4.91203 0.77470 1.97544 0.11 -0.15 0.10 0.3205
```
Positions in Å, forces in eV/Å.

Results
- charge = +1
- E (hartree) = -1934.55347
- frontier orbital gap (eV) = 5.7452
- energy above the lowest of the compared OMol25 structures with the same formula, charge and spin (eV) = 1.292
- LUMO (eV) = -4.976
- 2S+1 = 1